Record 1
The molecule C2H3NS2 in a non-equilibrium geometry. Source: the Open Molecules 2025 dataset; level of theory: wB97M-V/def2-TZVPD.

The highest occupied orbital energy is -9.02 eV. The gap between HOMO and LUMO comes out at 7.97 eV. As for the net charge: 0. The calculation puts the relative energy (zero: lowest compared OMol25 entry of this formula, charge and spin) at 1.525 eV. Its total energy is -25281.0451 eV. Its SMILES is S=C/C=N\S.

Atoms and positions in Å:
S (-0.7847, -1.8686, 1.9229)
C (-0.3627, -0.5242, 1.2152)
C (0.3409, -0.5814, -0.0245)
N (0.4168, 0.2880, -0.8982)
S (-0.2090, 1.8149, -1.1731)
H (-0.5343, 0.4588, 1.6936)
H (0.8171, -1.4982, -0.2985)
H (0.3158, 1.9107, -2.4374)

These are the Mulliken partial charges, in e, on atoms 1 to 2: S -0.234; C -0.247

Record 2
The molecule C6H5N3 in a non-equilibrium geometry. Source: the Open Molecules 2025 dataset; level of theory: wB97M-V/def2-TZVPD.

The highest occupied orbital energy is -9.00 eV. The gap between HOMO and LUMO comes out at 9.68 eV. As for the net charge: 0. The calculation puts the relative energy (zero: lowest compared OMol25 entry of this formula, charge and spin) at 3.725 eV. Its total energy is -10769.5015 eV.

Atoms and positions in Å:
C (0.7195, -0.3216, -0.0323)
C (0.3980, 0.9568, -0.0537)
C (-0.9931, 1.3719, -0.0371)
C (-1.9843, 0.4313, -0.0726)
C (-1.6019, -0.9927, 0.0405)
C (-0.2615, -1.3103, -0.0577)
H (1.2171, 1.8003, 0.0412)
H (-1.1640, 2.4376, 0.0029)
H (-3.1415, 0.3749, -0.3367)
H (-2.4499, -1.7570, 0.5778)
H (-0.0867, -2.4380, 0.1169)
N (4.0920, 0.4178, 0.0961)
N (3.1115, -0.1275, 0.0003)
N (2.1447, -0.8435, -0.2854)

These are the Mulliken partial charges, in e, on atoms 1 to 2: C 0.705; C -0.218

Record 3
A cluster of 2 separate species, O2 in total in a non-equilibrium geometry. Source: the Open Molecules 2025 dataset; level of theory: wB97M-V/def2-TZVPD.

The highest occupied orbital energy is -13.11 eV. The gap between HOMO and LUMO comes out at 7.26 eV. As for the net charge: 0. The calculation puts the relative energy (zero: lowest compared OMol25 entry of this formula, charge and spin) at 6.604 eV. Its total energy is -4083.1756 eV.

Atoms and positions in Å:
O (0.0000, 0.0000, 0.9836)
O (0.0000, 0.0000, -0.9836)

Charges in e, computed with Mulliken, in the same order as the atoms: O 0.000; O 0.000

Record 4
A structure of composition C20H21N6O4STi in a non-equilibrium geometry. Source: the Open Molecules 2025 dataset; level of theory: wB97M-V/def2-TZVPD.

The highest occupied orbital energy (alpha / beta) is -2.77 / -2.77 eV. The gap between HOMO and LUMO (alpha / beta) comes out at 5.29 / 5.29 eV. As for the net charge: -1. The calculation puts the relative energy (zero: lowest compared OMol25 entry of this formula, charge and spin) at 0.304 eV. Its total energy is -72168.5300 eV.

Atoms and positions in Å:
Ti (0.4150, 0.1221, -1.0981)
C (2.0462, -1.2540, 4.5742)
C (2.2554, -2.3413, 3.5297)
N (2.7391, -1.8213, 2.2693)
C (1.8789, -1.2399, 1.3704)
S (2.5583, -0.7949, -0.1759)
N (0.6683, -0.9829, 1.7420)
N (-0.0323, -0.3008, 0.7678)
C (-1.1944, 0.3139, 1.2247)
C (-1.4413, 0.4660, 2.6893)
C (-2.0152, 0.7586, 0.2209)
C (-3.2617, 1.4672, 0.4019)
C (-4.0490, 1.7609, -0.6543)
C (-3.6243, 1.3936, -1.9786)
C (-2.4044, 0.8224, -2.1262)
N (-1.5720, 0.5049, -1.0936)
H (1.7129, -1.6949, 5.5172)
H (1.2943, -0.5423, 4.2351)
H (2.9753, -0.7114, 4.7532)
H (1.3146, -2.8776, 3.3688)
H (2.9923, -3.0637, 3.8909)
H (3.5761, -2.2056, 1.8749)
H (-0.4948, 0.5723, 3.2166)
H (-1.9595, -0.3943, 3.1244)
H (-2.0398, 1.3546, 2.8942)
H (-3.5603, 1.7365, 1.4064)
H (-4.9860, 2.2859, -0.5130)
H (-4.2173, 1.6324, -2.8492)
H (-1.9984, 0.6174, -3.1110)
O (1.3526, -0.9591, -4.9019)
C (1.0562, -0.9013, -3.7258)
O (1.2054, 0.0891, -2.9087)
C (0.4062, -2.1067, -3.0588)
C (0.2912, -3.3419, -3.6742)
C (-0.2921, -4.3629, -2.9396)
C (-0.7370, -4.1195, -1.6418)
C (-0.5808, -2.8537, -1.1031)
N (-0.0079, -1.8794, -1.8168)
H (0.6515, -3.4620, -4.6848)
H (-0.4008, -5.3487, -3.3752)
H (-1.1951, -4.8959, -1.0452)
H (-0.8871, -2.5872, -0.1003)
O (-0.0900, 2.9222, -2.5821)
C (0.4779, 3.1277, -1.5253)
C (0.9126, 4.5070, -1.0411)
C (1.4152, 4.2472, 0.3677)
C (1.3442, 2.7252, 0.5198)
O (1.6976, 2.1387, 1.5213)
N (0.8206, 2.1564, -0.6211)
H (0.0695, 5.1939, -1.1099)
H (1.6848, 4.8689, -1.7213)
H (0.7895, 4.6899, 1.1437)
H (2.4399, 4.5686, 0.5527)

These are the Mulliken partial charges, in e, on atoms 1 to 2: Ti -0.528; C -0.726